[1]
{
  "formula": "C2H3NS",
  "method": "wB97M-V/def2-TZVPD",
  "species": ["C", "N", "H", "C", "S", "H", "H"],
  "coordinates": [[-1.73898, -1.82483, 0.86621], [-0.79323, -1.44525, 0.37310], [-2.68772, -2.17190, 1.28436], [1.24734, 1.33663, -0.49943], [1.54429, 1.71115, -2.02915], [1.84636, 1.82091, 0.29867], [0.58194, 0.57329, -0.29375]],
  "forces_ev_per_angstrom": [[-2.31, -0.80, 0.90], [1.41, 0.54, -0.61], [0.90, 0.27, -0.29], [2.10, 1.60, -0.49], [-0.04, 0.15, -0.07], [-0.67, -0.39, -0.29], [-1.37, -1.37, 0.85]],
  "orbital_gap_ha": 0.314,
  "spin_multiplicity": 1,
  "homo_energy_ha": -0.3142,
  "de_lowest_kcal_mol": 36.2,
  "smiles": "C#N.C=S"
}

[2]
{
  "formula": "C2H3NS3",
  "method": "wB97M-V/def2-TZVPD",
  "species": ["C", "C", "N", "S", "S", "S", "H", "H", "H"],
  "coordinates": [[-2.36823, -0.43825, -0.04072], [-1.01141, -0.28539, 0.24750], [1.43370, -1.09830, -0.05021], [-3.33137, -1.75160, -0.11764], [-0.07096, -1.64342, 0.11009], [2.72314, -2.01551, -0.05281], [-2.80887, 0.55440, -0.08699], [-0.55465, 0.77491, 0.23024], [3.46625, -0.97855, -0.00851]],
  "forces_ev_per_angstrom": [[-0.44, 1.28, 0.80], [0.96, 1.60, -0.92], [-2.99, 1.42, 0.25], [-0.02, -0.53, -0.18], [1.26, -0.39, 0.05], [0.57, -2.57, -0.02], [-0.47, 0.00, -0.20], [-0.55, -2.07, 0.20], [1.68, 1.26, 0.01]],
  "orbital_gap_ha": [0.257, 0.236],
  "spin_multiplicity": 1,
  "homo_energy_ha": [-0.3002, -0.2989],
  "de_lowest_kcal_mol": 72.3
}

[3]
{
  "formula": "C2H3O2P",
  "method": "wB97M-V/def2-TZVPD",
  "species": ["C", "C", "P", "O", "O", "H", "H", "H"],
  "coordinates": [[1.66910, -1.34139, -0.51145], [1.12338, -0.37298, -0.12018], [-0.23013, 1.19902, 0.42759], [-0.14011, 2.69329, 0.54825], [-1.26677, 0.78355, -0.62431], [2.03348, -2.29828, -0.82330], [-0.79926, 0.49974, 1.38052], [-1.51995, 1.35767, -1.41371]],
  "forces_ev_per_angstrom": [[1.02, -2.65, -0.82], [-2.81, 5.55, 1.84], [2.25, 0.87, -1.68], [1.21, -2.51, 0.12], [-2.28, 0.24, -3.58], [0.14, 0.32, 0.02], [-0.35, -0.87, 2.37], [0.82, -0.95, 1.74]],
  "orbital_gap_ha": 0.416,
  "spin_multiplicity": 1,
  "homo_energy_ha": -0.3963,
  "de_lowest_kcal_mol": 48.0,
  "smiles": "C#C[P@@H](=O)O"
}

[4]
{
  "formula": "C2H3O2P",
  "method": "wB97M-V/def2-TZVPD",
  "species": ["C", "C", "O", "O", "P", "H", "H", "H"],
  "coordinates": [[-0.54063, -0.26445, -0.13637], [-1.78099, 0.28033, 0.19676], [0.67663, 0.06249, 0.17790], [3.68701, 0.71099, -0.21614], [3.11037, -0.56169, 0.08444], [-0.61476, -1.11647, -0.83283], [-2.66502, -0.17825, -0.19597], [-1.87262, 1.06704, 0.92220]],
  "forces_ev_per_angstrom": [[-2.47, -0.69, -0.68], [2.94, -0.68, 0.06], [2.59, 0.60, 0.65], [0.33, 0.44, -0.04], [-3.16, 0.09, 0.06], [-0.03, 0.07, 0.07], [-0.17, -0.16, -0.21], [-0.03, 0.32, 0.10]],
  "orbital_gap_ha": [0.172, 0.172],
  "spin_multiplicity": 1,
  "homo_energy_ha": [-0.2699, -0.2698],
  "de_lowest_kcal_mol": 68.4
}

[5]
{
  "formula": "C2H3O2P",
  "method": "wB97M-V/def2-TZVPD",
  "species": ["O", "C", "C", "P", "O", "H", "H", "H"],
  "coordinates": [[-2.50144, 0.28727, 0.68001], [-1.45121, 0.53695, 0.28139], [-0.28492, 0.73409, -0.24380], [0.88441, -0.53991, -0.02712], [0.41251, -1.53075, -0.94209], [-0.12205, 1.59846, -0.89973], [0.82238, -1.02704, 1.42462], [2.24033, -0.05909, -0.27328]],
  "forces_ev_per_angstrom": [[-0.08, 0.08, 0.30], [-1.14, -0.13, -0.04], [1.11, 2.37, 0.24], [1.00, 0.52, 2.56], [-0.12, -3.45, -2.24], [-0.11, -0.45, 0.36], [0.37, 1.05, -1.72], [-1.02, 0.02, 0.54]],
  "orbital_gap_ha": 0.365,
  "spin_multiplicity": 1,
  "homo_energy_ha": -0.3560,
  "de_lowest_kcal_mol": 24.6,
  "smiles": "O=C=C[PH2]=O"
}

[6]
{
  "formula": "C2H3O2Rb",
  "method": "wB97M-V/def2-TZVPD",
  "species": ["C", "C", "O", "O", "H", "H", "Rb", "H"],
  "coordinates": [[0.55438, -0.77610, -0.00398], [-0.83581, -0.62995, 0.14917], [-1.41840, 0.56431, 0.14174], [1.18143, 0.41465, -0.26977], [-1.24668, -1.43408, 0.79651], [2.13479, 0.34139, -0.16402], [-0.23803, 3.01629, 0.24529], [-0.13169, -1.49652, -0.89494]],
  "forces_ev_per_angstrom": [[-1.10, -2.55, -0.01], [0.02, 3.72, 2.43], [0.20, -1.77, -0.24], [0.31, 1.63, -0.90], [-0.38, -0.18, -1.20], [-0.29, -0.65, -0.17], [-0.18, -0.87, -0.11], [1.43, 0.68, 0.20]],
  "orbital_gap_ha": 0.210,
  "spin_multiplicity": 1,
  "homo_energy_ha": -0.2402,
  "de_lowest_kcal_mol": 84.6
}

[7]
{
  "formula": "C2H3O2Ru",
  "method": "wB97M-V/def2-TZVPD",
  "species": ["H", "C", "O", "Ru", "O", "C", "H", "H"],
  "coordinates": [[-1.50702, -0.66861, 0.04442], [0.70228, -1.27185, -0.01213], [1.95042, -1.29545, 0.04572], [2.26239, 0.80330, -0.04467], [0.32312, 0.12059, -0.06667], [-1.08774, 0.38308, 0.00004], [-1.29198, 0.95058, 0.91510], [-1.35147, 0.97836, -0.88180]],
  "forces_ev_per_angstrom": [[-0.32, 1.71, -0.20], [4.88, 3.32, 0.17], [-3.75, -2.15, -0.18], [1.58, 1.38, -0.01], [0.09, -3.08, 0.03], [-2.42, -0.43, 0.20], [0.06, -0.28, -0.17], [-0.12, -0.47, 0.17]],
  "orbital_gap_ha": [0.388, 0.315],
  "total_charge": 2,
  "spin_multiplicity": 6,
  "homo_energy_ha": [-0.8219, -0.8255],
  "de_lowest_kcal_mol": 0.0,
  "s_squared": 8.758
}

[8]
{
  "formula": "C2H3O2S2",
  "method": "wB97M-V/def2-TZVPD",
  "species": ["C", "C", "O", "O", "S", "S", "H", "H", "H"],
  "coordinates": [[-0.50752, -0.39958, -0.35025], [0.39368, -0.57035, 0.58108], [1.22646, 2.50756, -0.82903], [1.40787, 0.36449, 0.69294], [-3.43565, -1.72814, 0.02404], [2.21547, 1.51355, -0.30777], [-0.30608, 0.38431, -1.08875], [-1.43530, -0.96143, -0.35469], [0.44108, -1.11042, 1.63243]],
  "forces_ev_per_angstrom": [[-0.15, -0.44, -0.44], [0.00, 0.35, 2.22], [1.34, -0.94, 0.42], [3.66, 2.24, -0.27], [-0.54, -0.28, 0.09], [-3.27, -1.07, 0.82], [-0.30, -0.34, 0.22], [-0.16, -0.09, -0.31], [-0.60, 0.58, -2.75]],
  "orbital_gap_ha": [0.193, 0.158],
  "total_charge": -1,
  "spin_multiplicity": 1,
  "homo_energy_ha": [-0.0927, -0.1079],
  "de_lowest_kcal_mol": 115.2
}

[9]
{
  "formula": "C2H3O2Tl",
  "method": "wB97M-V/def2-TZVPD",
  "species": ["Tl", "C", "C", "O", "O", "H", "H", "H"],
  "coordinates": [[-17.78683, -22.67618, -15.27099], [-16.11501, -19.54367, -16.86117], [-16.79824, -20.90148, -16.79469], [-16.35677, -21.87495, -17.42845], [-17.67830, -20.98746, -15.90009], [-16.68039, -18.71513, -16.43461], [-15.98891, -19.35301, -17.92693], [-15.10537, -19.58222, -16.45221]],
  "forces_ev_per_angstrom": [[-0.78, -8.23, 2.37], [0.07, 2.13, -1.14], [3.65, -2.40, -3.42], [-1.02, 1.64, 1.71], [-1.62, 8.02, 0.11], [-0.19, -0.43, 0.22], [-0.08, -0.09, -0.24], [-0.01, -0.64, 0.39]],
  "orbital_gap_ha": 0.229,
  "total_charge": 2,
  "spin_multiplicity": 1,
  "homo_energy_ha": -0.8201,
  "de_lowest_kcal_mol": 62.2
}

[10]
{
  "formula": "C2H3O3S",
  "method": "wB97M-V/def2-TZVPD",
  "species": ["C", "C", "O", "O", "O", "S", "H", "H", "H"],
  "coordinates": [[-1.29144, 0.29398, 0.06587], [-0.02365, -0.49812, -0.06409], [1.34905, 1.29173, -1.02382], [2.38836, -0.01130, 0.87571], [-0.99290, -0.63444, -1.06217], [1.71332, -0.02227, -0.43134], [-1.96947, 0.08045, 0.78626], [-1.22889, 1.26847, -0.26692], [0.05562, -1.76851, 1.12049]],
  "forces_ev_per_angstrom": [[3.85, -1.38, -2.44], [-1.85, -2.61, 2.69], [0.24, 0.76, 0.14], [-0.15, 0.42, 0.58], [0.15, 0.13, 1.74], [0.14, -0.62, -1.31], [-2.16, -1.24, 1.80], [0.09, 2.03, -0.58], [-0.31, 2.51, -2.62]],
  "orbital_gap_ha": 0.275,
  "total_charge": -1,
  "spin_multiplicity": 1,
  "homo_energy_ha": -0.1228,
  "de_lowest_kcal_mol": 117.5
}

[11]
{
  "formula": "C2H3O3S",
  "method": "wB97M-V/def2-TZVPD",
  "species": ["C", "C", "O", "O", "O", "S", "H", "H", "H"],
  "coordinates": [[-1.02589, 1.47705, 1.57466], [-0.66555, 0.41870, 0.50167], [-0.11430, 2.33702, 1.63565], [-2.05209, 1.41443, 2.30417], [1.84336, -0.20775, -0.48826], [1.15518, 1.08806, 0.34255], [-1.21070, 0.52610, -0.54180], [-0.64787, -0.54208, 0.73312], [2.20073, -0.59076, 0.27808]],
  "forces_ev_per_angstrom": [[-1.72, -0.47, 1.15], [0.98, 5.52, -3.07], [0.07, 0.68, 0.00], [0.97, -0.30, -1.21], [-0.09, -0.10, -1.68], [-2.21, 0.43, 0.23], [0.98, 0.05, 2.16], [-0.06, -4.25, 1.43], [1.08, -1.56, 0.99]],
  "orbital_gap_ha": 0.282,
  "total_charge": -1,
  "spin_multiplicity": 1,
  "homo_energy_ha": -0.1461,
  "de_lowest_kcal_mol": 36.8
}

[12]
{
  "formula": "C2H3O3S2",
  "method": "wB97M-V/def2-TZVPD",
  "species": ["C", "C", "O", "O", "O", "S", "S", "H", "H", "H"],
  "coordinates": [[-1.35787, 0.72403, -0.62278], [-0.37715, 0.03714, 0.29077], [1.59236, 2.51068, -1.34488], [1.35102, 0.41911, -2.63839], [-0.95452, 1.50397, -1.57664], [-3.00502, 0.46808, -0.40260], [0.84953, 1.78859, -2.36759], [-0.99363, -0.27567, 1.10430], [0.08931, -0.93008, -0.17292], [0.32329, 0.84522, 0.68695]],
  "forces_ev_per_angstrom": [[-0.34, 0.39, -1.36], [1.05, -0.07, -0.25], [-0.21, -0.29, 0.19], [-0.66, 1.33, 0.63], [-0.19, -0.73, 1.04], [0.20, 0.02, 0.09], [0.98, -0.99, -0.90], [-0.13, -0.43, 0.70], [-0.44, 2.20, 0.64], [-0.27, -1.42, -0.79]],
  "orbital_gap_ha": 0.291,
  "total_charge": -1,
  "spin_multiplicity": 1,
  "homo_energy_ha": -0.1589,
  "de_lowest_kcal_mol": 17.0
}